1.
The following is a quantum chemistry calculation of a single C8H6ClNO2 molecule, from the OMol25 dataset.

Structure (XYZ):
```
18
Properties=species:S:1:pos:R:3:nbo_charge:R:1
C 1.865 0.798 -0.663 -0.25
C 0.496 -1.201 -0.425 -0.38
H -1.106 1.496 0.929 0.22
H -1.693 -2.840 0.230 0.47
C -0.717 -0.440 0.011 0.03
H 0.837 2.667 0.228 0.23
H -2.446 -0.640 1.623 0.19
H 2.509 -0.999 -1.491 0.22
O 0.427 -3.686 -0.530 -0.43
H 2.768 1.307 -0.827 0.22
C 0.567 -2.519 -0.492 0.77
C -1.943 -1.086 0.828 0.24
N -2.116 -0.642 -0.531 -0.43
O -2.050 -2.470 1.003 -0.67
C 0.770 1.539 -0.034 -0.21
C -0.409 0.938 0.346 -0.19
Cl -3.186 0.678 -0.968 0.09
C 1.751 -0.519 -0.954 -0.14
```

Output
Gap between HOMO and LUMO   8.15 eV
Charge   0
Highest occupied orbital energy   -8.11 eV
Structure (SMILES)   O=C=C1C=CC=C[C@]12[C@H](O)N2Cl
Relative energy (zero: lowest compared OMol25 entry of this formula, charge and spin)   79.4 kcal per mole


2.
The following is a quantum chemistry calculation of a molecular structure, C8H6F21MnN2O10PS4, from the OMol25 dataset.

Structure (XYZ):
```
53
Properties=species:S:1:pos:R:3:nbo_charge:R:1
S 0.658 1.042 4.489 2.08
F 4.717 -1.146 -3.657 -0.34
C 3.740 0.433 -2.055 0.28
F -1.668 -3.988 -2.271 -0.31
H 4.203 0.780 -1.130 0.14
N 0.559 -0.048 3.313 -1.15
F -0.766 3.375 0.103 -0.60
F -2.074 5.247 0.461 -0.57
S -4.913 -1.903 0.498 2.08
N -3.492 -1.800 -0.325 -1.17
H 2.152 1.802 -4.055 0.18
O 0.639 -1.612 5.716 -0.87
F -5.477 -0.017 -1.390 -0.34
O -3.306 -1.968 -3.018 -0.91
C -6.192 -0.744 -0.459 0.78
F -2.370 -4.433 -0.388 -0.32
C 4.874 -0.576 -2.481 0.92
C -2.751 -4.273 -1.658 0.79
O -0.209 0.762 5.659 -0.92
F -6.784 0.067 0.323 -0.29
P -2.272 3.854 -0.342 2.59
F -7.122 -1.405 -1.097 -0.30
C 3.238 1.715 -4.086 -0.06
S 0.700 -1.610 4.247 2.04
S -3.875 -2.664 -1.841 2.02
O -5.302 -2.999 -2.082 -0.88
F -1.776 4.618 -1.784 -0.60
H 4.609 3.384 -4.516 0.21
O 2.411 0.002 -1.774 -0.80
F -2.233 2.396 -1.198 -0.63
F -2.816 3.132 1.037 -0.59
C 2.379 -2.454 3.792 0.79
F 2.303 -2.833 2.504 -0.32
H 3.738 2.961 -6.009 0.20
F 2.602 1.998 6.105 -0.32
O -5.552 -3.235 0.449 -0.92
F -3.223 -5.346 -2.171 -0.29
F 6.029 0.069 -2.482 -0.33
F 3.390 1.332 4.196 -0.33
C 2.574 0.992 5.239 0.78
O -4.753 -1.356 1.879 -0.91
Mn -0.760 -0.098 0.217 1.65
O -0.292 -2.447 3.603 -0.94
C 3.677 2.990 -4.921 -0.64
O 0.521 2.424 4.001 -0.91
H 3.605 0.928 -4.745 0.16
F -3.718 4.103 -0.995 -0.57
F 2.476 -3.558 4.461 -0.29
F 3.383 -1.599 3.923 -0.31
F 2.801 -0.092 5.905 -0.30
F 5.098 -1.642 -1.712 -0.33
O 3.695 1.687 -2.766 -0.54
H 2.928 3.753 -4.710 0.20
```

Output
Gap between HOMO and LUMO (alpha / beta)   4.13 / 4.11 eV
Charge   -2
Highest occupied orbital energy (alpha / beta)   -4.40 / -4.05 eV
Spin multiplicity   6
Relative energy (zero: lowest compared OMol25 entry of this formula, charge and spin)   255.6 kcal per mole


3.
The following is a quantum chemistry calculation of a single C8H6N2O molecule, from the OMol25 dataset.

Structure (XYZ):
```
17
Properties=species:S:1:pos:R:3:nbo_charge:R:1
C -2.334 0.072 -0.049 -0.18
N 1.016 1.597 -0.239 -0.58
C -1.945 -1.217 0.181 -0.24
C 1.823 -1.070 -0.148 0.64
H -1.574 2.142 -0.181 0.22
H -3.363 0.387 -0.369 0.23
C -0.016 0.625 -0.131 0.17
O 2.345 -2.153 -0.342 -0.53
C 0.330 -0.732 -0.099 -0.19
H -0.383 -2.713 0.264 0.24
H 3.043 1.989 0.300 0.18
C -0.660 -1.670 0.103 -0.14
N 2.716 -0.038 0.331 -0.50
C -1.344 1.043 -0.144 -0.24
H 0.822 2.495 0.055 0.40
H -2.793 -1.911 0.337 0.22
C 2.315 1.153 0.132 0.30
```

Output
Gap between HOMO and LUMO   9.32 eV
Charge   0
Highest occupied orbital energy   -9.10 eV
Structure (SMILES)   O=c1nc[nH]c2ccccc12
Relative energy (zero: lowest compared OMol25 entry of this formula, charge and spin)   15.1 kcal per mole


4.
The following is a quantum chemistry calculation of a single C8H6N2O molecule, from the OMol25 dataset.

Structure (XYZ):
```
17
Properties=species:S:1:pos:R:3:nbo_charge:R:1
C -2.384 0.961 0.265 -0.12
H -2.962 2.152 0.396 0.23
C -2.193 -1.354 -0.223 0.05
C 1.158 -0.052 -0.149 0.46
H 4.046 1.455 -0.350 0.23
H -2.711 -2.448 -0.311 0.21
C -0.966 1.059 0.143 -0.22
H -0.403 1.891 0.184 0.23
C -0.302 -0.074 -0.077 0.10
C 3.250 -0.824 0.232 0.07
O 1.948 -1.166 0.264 -0.40
H 4.049 -1.408 0.590 0.22
C -2.931 -0.248 -0.010 -0.32
C 3.254 0.493 -0.217 -0.13
N -0.845 -1.294 -0.199 -0.38
N 1.956 0.939 -0.350 -0.47
H -3.965 -0.081 -0.189 0.23
```

Output
Gap between HOMO and LUMO   9.26 eV
Charge   0
Highest occupied orbital energy   -8.81 eV
Structure (SMILES)   c1ccc(-c2ncco2)nc1
Relative energy (zero: lowest compared OMol25 entry of this formula, charge and spin)   78.4 kcal per mole


5.
The following is a quantum chemistry calculation of 2 unconnected molecules or ions with the total composition C8H6N3O4, from the OMol25 dataset.

Structure (XYZ):
```
21
Properties=species:S:1:pos:R:3:nbo_charge:R:1
O -4.314 -2.814 -0.655 -0.44
O -3.294 1.366 -1.329 -0.27
O -2.862 -1.293 0.245 -0.61
H 1.790 -1.234 1.922 0.23
H -0.167 -0.064 2.224 0.44
C 0.978 0.171 0.507 0.15
H 2.509 1.199 -2.312 0.24
H 0.427 1.564 -1.046 0.23
C 1.167 0.866 -0.687 -0.24
C 1.956 -0.694 1.002 -0.23
N -1.266 0.821 0.895 0.01
N -3.451 1.352 -0.145 0.50
C -2.195 1.462 0.554 0.48
O -4.422 1.257 0.527 -0.24
C -3.595 -2.060 -0.206 1.05
C 3.320 -0.188 -0.903 -0.16
C 2.343 0.671 -1.387 -0.17
H 4.235 -0.334 -1.456 0.24
H 3.897 -1.517 0.673 0.24
C 3.130 -0.860 0.297 -0.17
N -0.186 0.329 1.280 -0.27
```

Output
Gap between HOMO and LUMO   7.32 eV
Charge   +1
Highest occupied orbital energy   -13.24 eV
Relative energy (zero: lowest compared OMol25 entry of this formula, charge and spin)   30.6 kcal per mole


6.
The following is a quantum chemistry calculation of a gas-phase ion, C8H6NO6 (charge +1), from the OMol25 dataset.

Structure (XYZ):
```
21
Properties=species:S:1:pos:R:3:nbo_charge:R:1
C -0.257 0.325 -0.236 -0.23
O 2.069 -0.928 -0.857 -0.50
O -1.014 0.457 3.316 -0.65
H -1.089 1.591 -2.431 0.44
N -0.585 0.740 -2.639 -0.64
H -0.374 0.543 -3.567 0.43
C 1.277 -0.924 -1.777 0.76
O 3.382 -1.617 1.568 -0.40
H 1.263 -0.162 3.246 0.29
C 0.070 0.103 -1.681 0.32
H -1.891 0.687 3.675 0.52
C -1.577 0.708 -0.033 0.67
O 1.369 -1.498 -2.969 -0.67
H -3.358 1.188 -0.253 0.53
C 0.227 0.077 1.300 -0.09
C -0.896 0.466 2.003 0.55
C 1.365 -0.364 2.228 -0.59
O -2.560 1.089 -0.871 -0.64
O -1.922 0.786 1.232 -0.43
H 2.056 -2.242 -3.107 0.55
C 2.444 -1.023 1.852 0.77
```

Output
Gap between HOMO and LUMO (alpha / beta)   5.79 / 5.79 eV
Charge   +1
Highest occupied orbital energy (alpha / beta)   -10.98 / -10.98 eV
Structure (SMILES)   [NH2+]=C(C(=O)O)c1c(O)oc(O)c1C=C=O


7.
The following is a quantum chemistry calculation of a single C8H6O2 molecule, from the OMol25 dataset.

Structure (XYZ):
```
16
Properties=species:S:1:pos:R:3:nbo_charge:R:1
O 0.100 3.145 -0.022 -0.48
C -0.079 -0.173 -1.540 -0.19
H -0.458 0.451 2.876 0.14
C 0.203 0.811 2.050 0.40
H -1.065 -3.030 0.124 0.24
H -0.622 -2.098 -2.374 0.23
H 1.310 2.392 -1.515 0.11
C -0.093 -1.268 0.860 -0.19
C -0.536 -2.059 -0.195 -0.19
H -0.244 -1.832 1.891 0.22
H -0.023 0.306 -2.525 0.22
C 0.241 0.693 -0.460 -0.11
C 0.510 2.187 -0.655 0.44
C 0.207 0.105 0.746 -0.13
O 0.977 1.782 2.204 -0.49
C -0.430 -1.411 -1.464 -0.21
```

Output
Gap between HOMO and LUMO   9.50 eV
Charge   0
Highest occupied orbital energy   -9.86 eV
Structure (SMILES)   O=Cc1ccccc1C=O
Relative energy (zero: lowest compared OMol25 entry of this formula, charge and spin)   54.6 kcal per mole


8.
The following is a quantum chemistry calculation of a molecular structure, C8H6O4S, from the OMol25 dataset.

Structure (XYZ):
```
19
Properties=species:S:1:pos:R:3:nbo_charge:R:1
S 0.444 1.497 -3.155 2.48
H -1.088 -1.556 -2.283 0.25
C -0.065 -0.179 0.337 -0.07
H -1.923 -1.656 2.618 0.22
C 1.125 0.095 1.053 -0.19
H -2.056 -1.075 0.489 0.22
C -0.080 0.206 -1.173 0.22
C -0.024 -0.638 3.069 -0.20
O -0.209 2.609 -3.811 -0.85
H -0.056 -0.468 4.133 0.22
O 1.856 1.209 -3.401 -0.87
C -1.164 -0.741 0.964 -0.20
C 1.104 -0.088 2.447 -0.20
C -1.099 -1.029 2.296 -0.20
O -0.480 0.213 -3.344 -0.66
C -0.567 -0.508 -2.199 0.02
O 0.250 1.488 -1.505 -0.64
H 2.044 0.035 2.885 0.22
H 1.988 0.587 0.581 0.23
```

Output
Gap between HOMO and LUMO   9.72 eV
Charge   0
Highest occupied orbital energy   -9.24 eV
Relative energy (zero: lowest compared OMol25 entry of this formula, charge and spin)   0.0 kcal per mole


9.
The following is a quantum chemistry calculation of 30 unconnected molecules or ions with the total composition C8H75ClFNO31, from the OMol25 dataset.

Structure (XYZ):
```
117
Properties=species:S:1:pos:R:3:mulliken_charge:R:1
O -1.778 3.319 2.880 -0.61
H -1.422 -1.271 -2.268 0.20
H -4.661 -1.833 5.011 0.30
H 0.612 0.615 8.652 0.31
O 4.369 0.212 -1.544 -0.56
H -5.375 3.645 -0.499 0.30
H 3.025 -6.784 -0.082 0.30
H 4.042 -4.518 -0.862 0.40
H 4.869 0.773 -8.256 0.27
H 4.934 -7.673 2.288 0.33
H 1.051 -4.402 1.468 0.32
O 0.210 2.944 -8.218 -0.62
O 3.839 -6.279 -0.004 -0.66
H -1.833 3.483 3.826 0.29
H 3.440 -7.858 2.499 0.31
O 4.173 -7.279 2.728 -0.65
H 4.503 2.065 -5.850 0.38
H 3.402 1.419 5.689 0.31
H -11.846 -1.558 0.959 0.33
O 1.394 -5.275 1.700 -0.62
H 5.619 0.047 2.338 0.25
H 4.508 -0.134 3.359 0.26
H -2.664 -1.546 2.461 0.82
H -3.467 -1.081 4.449 0.25
H 3.525 2.501 4.630 0.31
O 0.030 -1.401 6.778 -0.68
H -6.257 -1.431 3.503 0.26
H 0.888 -5.523 2.480 0.29
H -2.522 8.371 2.678 0.34
O 1.331 0.408 4.399 -0.58
H -0.033 0.388 -5.193 0.29
O -1.985 6.239 3.724 -0.64
H -7.041 -1.626 2.223 0.38
H -2.888 0.412 1.381 0.35
H -2.619 -2.585 -0.595 0.66
H -0.720 -2.646 -1.795 0.21
F -0.857 -1.335 3.211 -0.42
H 1.916 4.414 -7.433 0.30
H 2.142 -3.672 -0.820 0.22
O 0.645 1.181 7.873 -0.62
H -6.364 -4.123 2.238 0.32
C 2.952 -2.948 -0.726 -0.21
O 2.220 1.784 -3.314 -0.64
H 8.083 3.129 -7.162 0.29
H 0.531 -0.074 4.152 0.23
H -0.279 2.953 -7.390 0.32
H 6.746 3.091 -7.866 0.36
H 2.962 1.609 -2.731 0.30
H -0.868 3.546 2.662 0.30
C -1.920 -1.785 -0.388 -1.56
O -12.724 -1.442 0.571 -0.63
O 7.505 2.538 -7.655 -0.62
C 0.728 -0.890 0.870 0.65
H -2.228 1.595 -3.144 0.28
H 3.075 -0.708 -5.491 0.24
H 2.019 0.025 3.842 0.33
H 4.558 -0.353 -5.638 0.27
O 4.730 -0.308 2.436 -0.54
Cl -1.819 -3.789 1.411 -0.27
O 3.750 -0.093 -5.184 -0.51
H -2.727 6.123 3.121 0.30
H 6.217 0.422 -7.644 0.28
H 0.279 2.020 8.169 0.29
O -10.342 -1.438 2.759 -0.64
N -0.958 -1.713 -1.487 -0.35
H 1.755 0.941 -3.342 0.29
H 0.379 -0.519 6.583 0.40
H -0.841 1.444 -2.537 0.31
C -1.702 -1.179 2.125 -0.44
H 6.221 5.531 -6.040 0.28
C -1.249 -2.087 0.968 1.06
H -12.631 -1.747 -0.337 0.31
O -1.536 0.944 -2.982 -0.60
H -6.334 1.353 2.211 0.31
O -4.428 -1.137 4.386 -0.57
O 6.411 4.692 -6.468 -0.65
H 4.566 -0.101 -2.436 0.30
O 0.135 -2.196 0.914 -0.01
O -7.140 -1.314 3.137 -0.62
H -2.385 6.230 4.600 0.32
C -1.892 0.293 1.793 -1.28
O 3.955 1.703 4.953 -0.62
O 4.143 2.860 -5.429 -0.75
H 0.466 -1.976 6.142 0.32
H 2.714 -0.254 1.288 0.52
H 0.603 -0.368 1.812 -0.40
O -6.129 -3.406 1.641 -0.64
H 2.965 4.099 -6.364 0.40
H 3.935 -2.125 0.949 0.52
C 2.911 -2.247 0.640 -0.53
H -0.446 2.712 -8.883 0.30
H 2.451 -2.861 1.399 0.16
C 2.233 -0.884 0.552 -0.95
H 2.808 -2.212 -1.510 0.11
H 3.565 2.497 -4.745 0.33
H -5.170 -3.338 1.716 0.30
H -5.035 2.264 0.039 0.34
O 5.316 0.676 -7.409 -0.55
H -1.772 0.953 2.638 0.57
O -4.986 2.806 -0.760 -0.65
H -3.618 8.913 1.765 0.31
H 3.818 -5.942 0.903 0.35
H 5.220 0.207 -1.096 0.24
O -5.373 1.340 2.279 -0.57
H -5.198 0.617 2.892 0.26
H -2.497 -0.869 -0.396 0.45
H 2.403 -0.400 -0.393 -0.09
H -9.382 -1.387 2.832 0.34
O -2.870 9.189 2.303 -0.63
H -1.211 0.635 1.027 0.14
H -0.203 -0.697 -4.152 0.30
O 4.211 -3.571 -0.926 -0.60
O 0.314 -0.471 -4.933 -0.61
H -10.591 -2.139 3.369 0.31
O 2.561 4.834 -6.854 -0.64
H 5.714 4.103 -6.150 0.40
H 0.228 -0.305 0.108 0.17
```

Output
Gap between HOMO and LUMO   9.08 eV
Charge   0
Highest occupied orbital energy   -9.37 eV


Number 1: total energy -26496.1704 eV. Number 2: total energy -172863.3534 eV. Number 3: total energy -13420.6514 eV. Number 4: total energy -13417.9044 eV. Number 5: total energy -21040.5243 eV. Number 6: total energy -22158.5146 eV. Number 7: total energy -12485.8218 eV. Number 8: total energy -27415.9425 eV. Number 9: total energy -89716.4317 eV.